{
  "formula": "C53H105Li3O20P",
  "method": "ωB97M-V/def2-TZVPD",
  "symbols": ["Li", "Li", "Li", "P", "O", "O", "O", "O", "O", "C", "O", "O", "H", "C", "C", "C", "O", "C", "H", "H", "H", "H", "H", "H", "H", "H", "C", "C", "C", "O", "C", "H", "H", "H", "H", "H", "H", "H", "H", "C", "C", "C", "O", "C", "H", "H", "H", "H", "H", "H", "H", "H", "C", "C", "C", "O", "C", "H", "H", "H", "H", "H", "H", "H", "H", "C", "C", "C", "O", "C", "H", "H", "H", "H", "H", "H", "H", "H", "C", "C", "C", "O", "C", "H", "H", "H", "H", "H", "H", "H", "H", "C", "C", "C", "O", "C", "H", "H", "H", "H", "H", "H", "H", "H", "C", "C", "C", "O", "C", "H", "H", "H", "H", "H", "H", "H", "H", "C", "C", "C", "O", "C", "H", "H", "H", "H", "H", "H", "H", "H", "C", "C", "C", "O", "C", "H", "H", "H", "H", "H", "H", "H", "H", "C", "C", "C", "O", "C", "H", "H", "H", "H", "H", "H", "H", "H", "C", "C", "C", "O", "C", "H", "H", "H", "H", "H", "H", "H", "H", "C", "C", "C", "O", "C", "H", "H", "H", "H", "H", "H", "H", "H"],
  "coordinates": [[2.307, 2.584, 0.249], [3.868, 0.421, 2.519], [0.708, 1.898, 2.764], [2.945, 2.752, 2.645], [3.792, 2.178, 1.487], [1.743, 3.329, 1.907], [3.934, 3.550, 3.491], [2.490, 1.546, 3.470], [0.379, -1.052, -0.197], [0.532, 0.163, 0.305], [1.349, 0.897, -0.206], [0.056, 0.524, 1.390], [0.946, -0.960, -0.966], [-2.400, -2.830, -3.242], [-2.564, -1.418, -2.790], [-4.013, -1.046, -3.097], [-4.505, -2.206, -3.836], [-3.799, -3.346, -3.404], [-1.811, -3.434, -2.552], [-1.882, -2.870, -4.200], [-1.838, -0.739, -3.238], [-2.386, -1.361, -1.717], [-4.143, -0.097, -3.618], [-4.663, -1.030, -2.222], [-3.828, -4.130, -4.161], [-4.164, -3.812, -2.488], [-1.333, 0.631, -6.399], [-1.168, 1.141, -7.813], [0.111, 1.970, -7.806], [0.456, 2.054, -6.425], [-0.657, 1.707, -5.598], [-0.803, -0.319, -6.332], [-2.341, 0.392, -6.060], [-1.995, 1.799, -8.081], [-1.135, 0.448, -8.653], [0.011, 2.984, -8.193], [0.903, 1.488, -8.379], [-1.320, 2.537, -5.357], [-0.247, 1.307, -4.671], [3.266, -3.558, 4.446], [1.850, -3.163, 4.035], [2.053, -2.203, 2.883], [3.270, -1.551, 3.194], [4.160, -2.328, 4.048], [3.533, -4.465, 3.902], [3.330, -3.758, 5.515], [1.368, -2.638, 4.861], [1.159, -3.940, 3.710], [1.231, -1.488, 2.825], [2.108, -2.797, 1.971], [4.410, -1.771, 4.950], [5.006, -2.670, 3.452], [-2.264, -1.583, 7.006], [-1.216, -1.854, 5.923], [-1.239, -0.572, 5.122], [-2.620, -0.290, 5.112], [-3.224, -0.647, 6.362], [-1.807, -1.169, 7.905], [-2.805, -2.471, 7.333], [-1.623, -2.692, 5.356], [-0.235, -2.184, 6.266], [-0.899, -0.708, 4.095], [-0.604, 0.169, 5.606], [-4.102, -1.224, 6.074], [-3.507, 0.190, 7.001], [1.954, -2.435, -4.590], [2.446, -1.013, -4.509], [1.915, -0.579, -3.132], [2.210, -1.753, -2.392], [1.813, -2.925, -3.167], [2.690, -2.981, -5.179], [1.038, -2.433, -5.182], [2.112, -0.385, -5.335], [3.535, -1.002, -4.471], [0.856, -0.321, -3.096], [2.455, 0.259, -2.692], [0.768, -3.139, -2.946], [2.419, -3.796, -2.917], [0.399, -4.907, -0.562], [-0.650, -5.614, 0.293], [-0.116, -5.436, 1.658], [1.276, -5.718, 1.470], [1.648, -5.411, 0.113], [0.306, -3.832, -0.412], [0.300, -5.009, -1.643], [-0.725, -6.647, -0.049], [-1.598, -5.102, 0.131], [-0.556, -6.096, 2.405], [-0.238, -4.418, 2.030], [1.948, -6.332, -0.386], [2.539, -4.788, 0.035], [-3.533, -2.640, 0.673], [-4.403, -2.938, 1.849], [-3.500, -3.312, 3.022], [-2.198, -3.223, 2.445], [-2.218, -2.317, 1.347], [-3.871, -1.800, 0.066], [-3.411, -3.488, 0.000], [-5.111, -3.719, 1.574], [-4.985, -2.051, 2.098], [-3.646, -4.359, 3.289], [-3.714, -2.635, 3.849], [-1.347, -2.468, 0.709], [-2.156, -1.289, 1.707], [1.616, 4.572, -3.363], [1.687, 5.795, -2.474], [1.266, 5.199, -1.105], [1.882, 3.910, -1.170], [1.749, 3.313, -2.464], [2.447, 4.525, -4.067], [0.702, 4.463, -3.947], [0.981, 6.542, -2.837], [2.723, 6.126, -2.548], [0.202, 5.032, -0.934], [1.659, 5.728, -0.237], [0.858, 2.697, -2.584], [2.651, 2.741, -2.680], [-6.024, 0.415, 1.217], [-6.842, 1.481, 0.554], [-7.325, 2.232, 1.765], [-6.215, 2.261, 2.613], [-5.449, 1.074, 2.463], [-5.246, 0.029, 0.558], [-6.639, -0.460, 1.427], [-7.706, 1.026, 0.070], [-6.177, 2.010, -0.129], [-8.191, 1.745, 2.213], [-7.597, 3.228, 1.417], [-5.578, 0.423, 3.327], [-4.430, 1.365, 2.204], [-4.048, 2.996, -2.087], [-3.063, 3.018, -0.925], [-1.784, 2.538, -1.502], [-1.765, 3.221, -2.705], [-3.084, 3.131, -3.249], [-4.818, 3.768, -2.074], [-4.436, 1.979, -2.030], [-3.409, 2.348, -0.138], [-2.931, 4.015, -0.506], [-1.688, 1.452, -1.507], [-0.983, 2.866, -0.839], [-3.095, 2.215, -3.840], [-3.252, 3.936, -3.965], [-1.450, 4.189, 5.296], [-2.594, 3.245, 5.023], [-1.989, 2.533, 3.787], [-0.598, 2.294, 4.234], [-0.163, 3.326, 5.097], [-1.488, 4.645, 6.286], [-1.418, 4.959, 4.525], [-3.592, 3.663, 4.896], [-2.659, 2.563, 5.871], [-1.995, 3.149, 2.888], [-2.540, 1.627, 3.538], [0.712, 3.837, 4.696], [0.030, 2.810, 6.038], [4.473, -2.638, -0.386], [5.990, -2.492, -0.195], [6.192, -1.182, 0.622], [4.893, -0.686, 0.974], [4.028, -1.189, -0.037], [4.080, -3.382, 0.307], [4.249, -2.998, -1.390], [6.417, -2.477, -1.198], [6.427, -3.366, 0.287], [6.695, -0.371, 0.096], [6.661, -1.440, 1.572], [4.155, -0.570, -0.925], [3.016, -1.044, 0.341], [5.569, 2.288, -1.550], [6.980, 2.287, -1.070], [7.650, 3.269, -2.015], [6.664, 3.996, -2.685], [5.400, 3.734, -2.014], [4.785, 2.047, -0.832], [5.288, 1.524, -2.275], [7.399, 1.292, -1.222], [6.942, 2.567, -0.017], [8.219, 2.646, -2.705], [8.349, 3.856, -1.420], [4.545, 3.809, -2.687], [5.244, 4.499, -1.253]],
  "e_above_lowest_kcal_mol": 9.5,
  "homo_energy_ev": -3.193,
  "lumo_energy_ev": 1.887,
  "orbital_gap_ev": 5.080,
  "total_energy_ha": -3951.4085,
  "total_charge": -1
}